1.
{
  "formula": "C6H11NO",
  "method": "wB97M-V/def2-TZVPD",
  "e_homo_ev": -8.73,
  "total_charge": 0,
  "smiles": "[H]/N=C\\C(O)=C(/C)CC",
  "homo_lumo_gap_ev": 9.4,
  "lumo_ev": 0.7,
  "spin_multiplicity": 1,
  "total_energy_ev": -9936.957,
  "relative_energy_kcal_mol": 34.5,
  "elements": ["C", "C", "C", "C", "C", "C", "O", "N", "H", "H", "H", "H", "H", "H", "H", "H", "H", "H", "H"],
  "positions_angstrom": [[-1.091032, -0.947753, -0.162380], [-0.426071, 1.577086, 0.210025], [-2.510825, -0.459533, 0.089931], [1.280883, -0.260864, -0.102687], [0.027981, 0.172224, 0.012482], [2.499085, 0.651935, 0.061253], [1.681481, -1.555798, -0.290394], [3.700187, 0.293372, -0.046410], [0.915253, -2.122083, -0.428557], [3.813682, -0.705285, -0.223539], [2.318777, 1.696999, 0.290205], [-0.880828, -1.764517, 0.538024], [-1.038606, -1.351673, -1.181094], [0.406112, 2.270673, 0.259569], [-1.070322, 1.879929, -0.615006], [-1.003639, 1.664425, 1.129663], [-2.618356, -0.071545, 1.100271], [-2.794262, 0.319592, -0.613365], [-3.209501, -1.287183, -0.027991]],
  "forces_ev_per_angstrom": [[0.77, 1.18, 0.25], [0.20, 0.01, -0.01], [0.07, -0.15, -0.02], [1.70, 1.37, 0.63], [-1.39, -2.03, -0.55], [-1.03, -0.95, -0.29], [-0.25, 0.11, -0.11], [0.56, 0.00, 0.16], [0.00, 0.03, 0.00], [-0.30, 0.03, -0.11], [-0.18, 0.02, -0.05], [0.05, 0.01, -0.08], [0.10, 0.00, 0.08], [-0.04, 0.10, 0.02], [-0.04, 0.09, -0.01], [-0.04, 0.08, 0.04], [-0.06, 0.04, 0.06], [-0.06, 0.07, -0.02], [-0.06, 0.02, 0.01]],
  "mulliken_charge": [-0.53, -1.49, -1.52, 0.56, 0.90, -0.18, -0.61, -0.73, 0.30, 0.27, 0.30, 0.38, 0.36, 0.33, 0.28, 0.30, 0.35, 0.35, 0.39]
}



2.
{
  "formula": "C3H8N4O",
  "method": "wB97M-V/def2-TZVPD",
  "e_homo_ev": [-8.31, -8.75],
  "total_charge": 0,
  "homo_lumo_gap_ev": [7.8, 8.1],
  "lumo_ev": [-0.6, -0.7],
  "spin_multiplicity": 1,
  "total_energy_ev": -11241.541,
  "relative_energy_kcal_mol": 186.4,
  "elements": ["C", "C", "C", "N", "N", "N", "N", "O", "H", "H", "H", "H", "H", "H", "H", "H"],
  "positions_angstrom": [[0.090230, 0.084828, 0.796951], [0.292452, -0.336873, -0.606829], [0.878164, -0.791106, 1.746103], [-1.885133, -0.398482, -0.150559], [-1.379644, 0.016174, 0.985139], [-1.035358, -0.597445, -1.107401], [0.608846, 1.770635, -1.847825], [-1.274183, -1.125696, -2.175316], [0.405566, 1.146781, 1.084425], [1.011847, -0.766481, -1.212706], [0.349631, -1.696740, 2.080092], [0.961089, -0.147629, 2.642046], [1.781682, -1.064523, 1.390078], [-1.816031, 0.842420, 1.324435], [1.262495, 1.367970, -2.560640], [-0.251653, 1.696168, -2.387992]],
  "forces_ev_per_angstrom": [[1.31, 1.35, 0.56], [-3.37, 2.23, -0.65], [-3.25, 0.81, 2.89], [-3.85, -0.49, -2.27], [2.85, -0.69, -0.12], [2.61, 0.27, 3.55], [0.65, -1.12, -0.25], [-0.66, -0.36, -1.61], [-0.27, -1.17, -1.15], [1.73, -0.69, -0.36], [-0.05, 0.26, -0.43], [0.49, -0.74, -0.08], [3.07, -0.61, -1.16], [-0.50, 0.63, 0.25], [-0.23, 0.31, 0.74], [-0.52, 0.00, 0.08]],
  "mulliken_charge": [0.80, -1.11, -1.47, -0.69, -0.03, 1.07, -0.53, -0.73, 0.21, 0.60, 0.34, 0.36, 0.40, 0.32, 0.23, 0.24]
}



3.
{
  "formula": "C38H38MoN7O2S4",
  "method": "wB97M-V/def2-TZVPD",
  "e_homo_ev": [-9.84, -9.66],
  "total_charge": 1,
  "homo_lumo_gap_ev": [6.2, 5.0],
  "lumo_ev": [-3.6, -4.6],
  "spin_multiplicity": 3,
  "total_energy_ev": -99740.388,
  "relative_energy_kcal_mol": 13.7,
  "elements": ["Mo", "C", "N", "C", "C", "N", "C", "C", "C", "C", "C", "C", "C", "S", "C", "C", "C", "C", "C", "C", "S", "H", "H", "H", "H", "H", "H", "H", "H", "H", "H", "H", "H", "H", "H", "H", "H", "H", "H", "C", "C", "C", "C", "C", "C", "N", "N", "C", "C", "C", "C", "C", "N", "H", "H", "H", "H", "H", "H", "H", "H", "H", "O", "C", "O", "C", "C", "C", "C", "S", "C", "C", "H", "H", "H", "H", "H", "C", "N", "C", "C", "N", "C", "S", "H", "H", "H", "H", "H", "H"],
  "positions_angstrom": [[-1.367107, 0.346807, -0.936963], [1.158263, 2.466760, -0.256312], [0.461907, 1.895794, -1.438941], [1.518707, 1.104773, -2.155078], [0.989674, -0.007866, -3.015728], [0.126861, -0.899371, -2.202885], [0.989878, -1.740938, -1.300409], [-0.671413, -1.830757, -2.999340], [-0.306399, -2.223037, -4.272111], [-1.086292, -3.161019, -4.942761], [-2.201890, -3.703082, -4.328551], [-2.561489, -3.303265, -3.047133], [-1.801467, -2.356543, -2.376215], [-2.318384, -1.758163, -0.781839], [-0.037883, 2.982462, -2.302954], [0.589870, 4.223911, -2.341002], [0.121470, 5.219606, -3.183205], [-0.981130, 4.981134, -3.990833], [-1.608875, 3.750951, -3.948347], [-1.140531, 2.738006, -3.111349], [-1.976610, 1.191523, -3.116062], [2.078579, 2.968331, -0.557664], [1.438692, 1.659775, 0.410910], [0.510734, 3.171643, 0.259780], [2.171297, 0.693931, -1.385388], [2.119851, 1.791380, -2.756491], [1.843294, -0.568004, -3.408671], [0.403533, 0.361646, -3.853286], [1.687177, -2.309158, -1.919183], [0.359027, -2.417615, -0.733703], [1.546848, -1.116037, -0.606769], [0.570398, -1.811399, -4.751521], [-0.815210, -3.459046, -5.946608], [-2.806066, -4.434318, -4.848860], [-3.445026, -3.712413, -2.572861], [1.447375, 4.437101, -1.721503], [0.617836, 6.180497, -3.199596], [-1.358438, 5.758429, -4.642138], [-2.484212, 3.559939, -4.556156], [-7.049159, 0.668266, -2.193548], [-5.976621, -0.092189, -2.626951], [-4.709614, 0.106847, -2.097830], [-4.506266, 1.068310, -1.112680], [-5.586718, 1.835887, -0.676303], [-6.843248, 1.635498, -1.218536], [-3.205555, 1.262959, -0.504442], [-3.239329, 2.200827, 0.410091], [-2.155625, 2.169557, 1.189286], [-2.018861, 3.046483, 2.291911], [-1.012272, 2.839405, 3.181731], [-0.130659, 1.746055, 2.991273], [-0.257331, 0.976864, 1.878162], [-1.226072, 1.211844, 0.941226], [-8.035799, 0.513292, -2.609545], [-6.114991, -0.846968, -3.390065], [-3.904315, -0.494579, -2.477094], [-5.445985, 2.583144, 0.086606], [-7.669569, 2.241646, -0.871114], [-2.748140, 3.836196, 2.401728], [-0.896717, 3.495212, 4.034534], [0.659068, 1.519666, 3.695447], [0.389101, 0.131467, 1.691709], [9.274558, -0.230029, 4.443065], [8.846235, -0.582425, 3.216342], [9.630991, -0.888598, 2.368220], [7.359531, -0.585100, 2.960254], [6.957510, -0.715642, 1.631040], [5.618345, -0.710225, 1.313044], [4.635013, -0.565179, 2.314526], [2.973713, -0.491756, 1.922722], [5.058113, -0.467482, 3.655292], [6.401901, -0.476285, 3.967770], [8.541807, 0.040184, 5.004138], [7.716501, -0.822820, 0.868710], [5.297458, -0.814804, 0.284984], [4.312962, -0.389215, 4.435041], [6.681808, -0.419637, 5.012998], [-0.683182, -5.204089, 3.354989], [-0.834345, -3.930781, 4.041398], [-1.342701, -3.758660, 5.321243], [-1.342784, -2.437562, 5.578847], [-0.836507, -1.824430, 4.446323], [-0.523041, -2.735118, 3.492675], [0.102031, -2.440875, 1.956491], [-0.825807, -5.998830, 4.082188], [0.312956, -5.266104, 2.923837], [-1.418543, -5.291894, 2.557240], [-1.649800, -4.594002, 5.924711], [-1.656980, -1.887376, 6.446809], [-0.705914, -0.839328, 4.297237]],
  "forces_ev_per_angstrom": [[-0.54, 0.16, -0.81], [-0.10, -0.02, -0.12], [0.09, 0.08, 0.05], [0.01, 0.23, 0.06], [-0.19, -0.15, -0.02], [0.20, -0.12, 0.34], [-0.10, 0.16, -0.20], [0.14, 0.16, 0.17], [-0.10, -0.15, 0.01], [0.05, 0.05, 0.00], [-0.01, -0.02, 0.00], [-0.03, -0.03, 0.00], [0.02, -0.06, -0.05], [-0.03, 0.20, 0.00], [0.11, -0.17, 0.12], [-0.06, 0.01, -0.08], [0.00, -0.01, 0.00], [0.03, 0.03, 0.02], [-0.07, -0.04, -0.05], [0.06, 0.03, -0.10], [0.06, 0.02, 0.19], [0.01, 0.03, 0.02], [0.03, -0.01, 0.02], [-0.01, -0.01, 0.01], [0.03, -0.02, 0.00], [0.02, -0.03, -0.02], [0.00, -0.01, -0.03], [-0.01, 0.06, 0.03], [0.03, -0.04, 0.04], [0.01, -0.04, 0.00], [0.02, 0.02, 0.07], [-0.01, 0.00, -0.02], [-0.01, -0.01, 0.02], [0.00, 0.01, 0.00], [0.02, 0.02, 0.00], [0.00, 0.00, 0.00], [-0.01, -0.01, 0.00], [0.00, -0.02, 0.00], [0.02, 0.00, 0.00], [0.01, 0.01, 0.02], [0.01, 0.00, 0.00], [-0.10, -0.01, -0.06], [0.46, 0.09, 0.09], [-0.17, 0.03, -0.05], [0.00, 0.01, 0.00], [-0.19, 0.03, 0.09], [0.19, -0.18, 0.17], [-0.15, 0.16, 0.14], [-0.09, 0.01, -0.07], [0.09, -0.02, 0.05], [-0.01, 0.03, 0.09], [-0.16, 0.11, -0.17], [0.21, -0.42, -0.03], [0.01, 0.00, 0.00], [0.00, 0.01, 0.00], [0.08, -0.05, 0.02], [0.03, -0.01, 0.00], [0.00, -0.01, 0.00], [0.01, -0.01, 0.01], [0.01, -0.03, 0.01], [0.00, 0.04, 0.00], [-0.02, 0.00, 0.00], [-0.04, -0.02, -0.09], [-0.01, -0.11, 0.01], [0.03, 0.01, -0.06], [0.13, 0.06, 0.06], [-0.07, 0.00, 0.01], [-0.08, -0.02, -0.07], [0.18, -0.02, 0.01], [-0.05, 0.07, 0.06], [-0.03, 0.01, -0.02], [-0.04, -0.02, 0.00], [-0.04, 0.06, 0.08], [0.01, 0.01, 0.01], [0.01, 0.02, 0.00], [-0.01, 0.02, -0.01], [0.00, 0.00, 0.00], [0.00, 0.11, 0.07], [-0.01, -0.18, -0.03], [0.04, 0.03, -0.05], [0.00, -0.03, -0.07], [0.03, 0.09, -0.01], [-0.02, 0.06, 0.04], [0.03, -0.25, 0.09], [0.00, -0.02, -0.03], [0.01, -0.01, 0.00], [0.00, 0.00, -0.01], [0.00, 0.03, -0.01], [0.02, -0.02, -0.01], [-0.02, 0.05, 0.01]],
  "mulliken_charge": [-0.62, -1.65, 2.59, -1.88, -1.14, 2.09, -1.60, 0.31, -0.63, -0.92, -0.68, -0.85, 0.51, -0.12, -0.49, -0.71, -0.93, -0.64, -0.90, 1.22, -0.27, 0.66, -0.06, 0.46, 0.81, 0.31, 0.63, 0.61, 0.29, 0.39, 0.47, 0.43, 0.44, 0.42, 0.52, 0.41, 0.43, 0.41, 0.49, -0.51, -1.14, 0.31, 0.58, -0.60, -0.65, 1.43, -1.08, 0.01, -0.77, -0.53, -0.74, -1.13, 0.59, 0.41, 0.43, 0.11, 0.45, 0.38, 0.55, 0.46, 0.59, 1.05, -0.45, 0.64, -0.52, 0.90, -0.72, -0.49, 0.23, 0.09, -0.80, -0.82, 0.29, 0.46, 0.41, 0.44, 0.22, -0.82, 0.24, -0.17, -0.59, 0.11, -0.25, -0.24, 0.32, 0.31, 0.30, 0.40, 0.43, 0.12]
}



4.
{
  "formula": "Ca3H6N4O15",
  "method": "wB97M-V/def2-TZVPD",
  "e_homo_ev": -13.39,
  "total_charge": 2,
  "homo_lumo_gap_ev": 4.0,
  "lumo_ev": -9.4,
  "spin_multiplicity": 1,
  "total_energy_ev": -92058.109,
  "relative_energy_kcal_mol": 71.9,
  "elements": ["Ca", "Ca", "Ca", "N", "O", "O", "O", "N", "O", "O", "O", "N", "O", "O", "O", "N", "O", "O", "O", "O", "H", "H", "O", "H", "H", "O", "H", "H"],
  "positions_angstrom": [[-1.604528, -13.549291, 28.965817], [-5.777015, -9.296959, 26.779141], [-3.601138, -13.893820, 24.006037], [-8.357710, -11.143572, 25.333404], [-8.373346, -12.387641, 25.360482], [-8.963394, -10.532588, 24.488554], [-7.689487, -10.499716, 26.155267], [-3.714175, -16.414402, 28.104263], [-3.355832, -17.480730, 27.676861], [-4.806345, -16.446406, 28.629493], [-3.021660, -15.446902, 28.035449], [-4.475171, -12.540553, 27.226840], [-4.481390, -13.228686, 26.204315], [-3.665436, -12.766768, 28.115866], [-5.212058, -11.542540, 27.427384], [-0.467919, -10.609015, 27.747145], [-1.235509, -11.555273, 27.714808], [0.163396, -10.185421, 26.816740], [-0.364034, -10.215047, 28.895451], [-3.186943, -9.969446, 26.195831], [-3.349973, -10.616972, 25.509998], [-2.553340, -10.389949, 26.777169], [-1.614776, -12.502322, 25.079312], [-1.724165, -12.280845, 26.004082], [-0.666847, -12.523427, 24.948088], [-7.994284, -12.469586, 28.554462], [-7.187992, -12.523614, 29.067492], [-7.810698, -11.807602, 27.887892]],
  "forces_ev_per_angstrom": [[-1.41, -0.48, -0.65], [-1.13, -1.69, -0.24], [0.10, 0.32, 1.82], [-2.25, -3.18, -3.35], [0.74, 0.95, 0.73], [-0.38, 0.84, -0.50], [3.74, 2.65, 3.45], [-4.31, -6.71, 1.10], [2.75, -1.69, -2.17], [-1.80, 2.74, 1.33], [4.76, 7.04, 0.01], [0.34, 2.12, 2.25], [-0.14, -0.25, -2.23], [0.70, -0.56, 0.30], [-0.25, -0.82, -1.39], [3.98, 3.59, 3.53], [-4.67, -6.41, -3.09], [-0.45, -0.23, -1.43], [0.97, 1.82, 1.08], [-1.40, 0.75, -0.33], [0.28, -0.06, -0.36], [0.47, -0.22, 0.64], [-1.44, -1.12, -1.39], [0.27, 0.48, 1.13], [0.58, 0.20, -0.27], [0.03, 0.01, 0.25], [0.09, -0.18, 0.30], [-0.16, 0.06, -0.51]],
  "mulliken_charge": [1.75, 1.72, 1.78, 0.76, -0.54, -0.54, -0.62, 0.79, -0.55, -0.57, -0.60, 0.63, -0.54, -0.43, -0.33, 0.92, -0.66, -0.51, -0.62, -0.53, 0.31, 0.23, -0.55, 0.39, 0.27, -0.57, 0.28, 0.34]
}